--- one ---
A cluster of 2 separate species, C9H16N3 in total. Source: the Open Molecules 2025 dataset; level of theory: the ωB97M-V functional and the def2-TZVPD basis.

Structure (XYZ):
```
28
Properties=species:S:1:pos:R:3:lowdin_charge:R:1
C -0.942 2.192 2.916 -0.093
C 0.243 0.537 1.452 -0.358
N -0.525 1.793 1.597 -0.019
N -0.344 -0.534 1.873 0.258
N 1.548 0.536 1.048 0.224
H 0.011 2.605 1.102 0.177
H -1.239 -0.689 2.087 0.090
H 0.238 -1.415 1.919 0.184
H 1.883 1.424 0.820 0.102
H 2.134 -0.287 0.852 0.118
H -1.344 1.500 3.612 0.071
H -1.584 3.009 2.754 0.076
H 0.088 2.411 3.465 0.135
C 2.156 -1.360 -1.420 -0.078
C 0.695 -1.078 -1.437 -0.319
C 0.306 0.311 -1.864 -0.071
C -0.340 -1.998 -1.482 -0.070
C -1.007 0.625 -1.935 -0.121
C -1.722 -1.668 -1.785 -0.083
C -2.034 -0.357 -2.077 -0.082
H 2.341 -2.015 -0.445 0.116
H 2.672 -0.426 -1.314 0.055
H 1.138 1.035 -2.119 0.129
H -0.173 -3.102 -1.140 0.140
H -1.330 1.675 -2.102 0.115
H -2.379 -2.540 -1.688 0.107
H -3.031 -0.165 -2.515 0.118
H 2.541 -2.017 -2.172 0.080
```

Orbital gap   9.05 eV
Net charge   +1
Highest occupied orbital energy   -12.038 eV
E_LUMO   -2.987 eV



--- two ---
The ion C9H16N3 with charge +1. Source: the Open Molecules 2025 dataset; level of theory: the ωB97M-V functional and the def2-TZVPD basis.

Structure (XYZ):
```
28
Properties=species:S:1:pos:R:3:lowdin_charge:R:1
C -0.475 2.882 -0.176 0.029
C -0.612 -1.598 0.352 -0.086
C -1.939 -1.309 1.110 -0.162
C 0.947 -0.108 -0.870 -0.097
C 1.031 0.930 1.289 0.093
C -0.519 -0.472 -0.666 -0.418
C -1.272 0.671 0.118 -0.193
C -1.226 -0.691 -2.017 0.021
C 3.100 -0.153 0.472 -0.007
N -1.253 1.957 -0.293 0.120
N -1.992 0.082 1.090 0.092
N 1.690 0.223 0.385 -0.236
H -0.792 3.902 -0.456 0.112
H 0.338 -1.495 1.016 0.152
H -0.646 -2.503 -0.194 0.114
H -2.896 -1.852 0.741 0.158
H -1.855 -1.692 2.190 0.151
H 1.359 -1.044 -1.013 0.107
H 1.103 0.665 -1.620 0.150
H 0.490 2.860 0.352 0.079
H 1.728 0.997 2.121 0.053
H -1.448 0.264 -2.301 0.045
H -2.143 -1.304 -1.834 0.116
H -0.449 -1.173 -2.716 0.134
H 3.677 0.640 0.826 0.081
H 3.347 -1.024 1.011 0.090
H 3.331 -0.357 -0.568 0.097
H -2.622 0.703 1.647 0.203
```

Orbital gap   9.07 eV
Net charge   +1
Highest occupied orbital energy   -12.380 eV
E_LUMO   -3.309 eV



How do the energies compare? Relative to the most stable structure, in kcal/mol: one 0.0; two 56.4.



--- one ---
A cluster of 2 separate species, H3PS2 in total. Source: the Open Molecules 2025 dataset; level of theory: the ωB97M-V functional and the def2-TZVPD basis.

Structure (XYZ):
```
6
Properties=species:S:1:pos:R:3:lowdin_charge:R:1
P 0.034 -0.815 -0.272 0.037
S 2.132 -0.306 -0.400 0.179
S -0.255 -0.680 1.776 0.159
H -2.253 1.399 -1.389 0.030
H 1.865 0.514 -1.428 -0.229
H -1.524 -0.113 1.714 -0.176
```

Orbital gap (alpha / beta)   8.40 / 7.87 eV
Highest occupied orbital energy (alpha / beta)   -9.563 / -7.993 eV
E_LUMO (alpha / beta)   -1.166 / -0.120 eV



--- two ---
A cluster of 2 separate species, H3PS2 in total. Source: the Open Molecules 2025 dataset; level of theory: the ωB97M-V functional and the def2-TZVPD basis.

Structure (XYZ):
```
6
Properties=species:S:1:pos:R:3:lowdin_charge:R:1
P 0.255 0.462 -0.107 -0.126
S 2.076 -0.260 0.101 0.076
S -1.163 -1.037 0.088 0.262
H -1.023 1.907 1.194 0.081
H -0.012 0.920 -1.320 -0.138
H -0.132 -1.992 0.045 -0.155
```

Orbital gap (alpha / beta)   7.72 / 7.63 eV
Highest occupied orbital energy (alpha / beta)   -9.061 / -9.500 eV
E_LUMO (alpha / beta)   -1.344 / -1.874 eV



How do the energies compare? Relative to the most stable structure, in kcal/mol: one 10.5; two 0.0.



--- one ---
An isolated molecule of C5H8O2S. Source: the Open Molecules 2025 dataset; level of theory: the ωB97M-V functional and the def2-TZVPD basis.

Structure (XYZ):
```
16
Properties=species:S:1:pos:R:3:lowdin_charge:R:1
C 1.955 -0.832 -1.076 0.014
C 1.632 0.079 -0.185 -0.129
C 0.560 -0.056 0.937 -0.339
O 0.110 -1.396 0.861 -0.084
C -0.593 1.022 0.842 -0.116
O -1.127 1.043 -0.506 -0.107
C -2.171 0.333 -0.816 -0.719
S -2.969 -0.828 -0.021 0.735
H 2.677 -0.551 -1.845 0.065
H 1.463 -1.797 -1.030 0.065
H 2.205 1.016 -0.160 0.102
H 0.947 0.061 1.970 0.150
H -0.607 -1.418 0.186 0.029
H -1.419 0.751 1.615 0.137
H -0.214 2.035 1.054 0.130
H -2.447 0.538 -1.827 0.066
```

Orbital gap   9.47 eV
Structure (SMILES)   C=C[C@H](O)COC=S
Highest occupied orbital energy   -9.144 eV
E_LUMO   0.330 eV



--- two ---
A structure of composition C5H8O2S. Source: the Open Molecules 2025 dataset; level of theory: the ωB97M-V functional and the def2-TZVPD basis.

Structure (XYZ):
```
16
Properties=species:S:1:pos:R:3:lowdin_charge:R:1
C -0.374 -1.321 0.604 -0.029
C 0.095 -0.022 -0.078 -0.550
C 0.004 1.193 0.873 -0.410
C 1.630 0.012 -0.223 -0.387
C -0.631 0.135 -1.407 -0.492
H -1.448 -1.302 0.823 0.086
H -0.170 -2.189 -0.056 0.106
H 0.183 -1.436 1.559 0.100
H -0.643 1.049 1.761 0.089
H -0.275 2.149 0.366 0.098
H 2.122 -0.963 -0.127 0.090
H 1.952 0.487 -1.144 0.081
H -2.178 0.643 -0.390 0.101
O -1.928 0.503 -1.303 0.125
O -0.138 -0.061 -2.476 0.142
S 1.798 1.123 1.217 0.850
```

Orbital gap   9.45 eV
Highest occupied orbital energy   -9.005 eV
E_LUMO   0.446 eV



--- three ---
An isolated molecule of C5H8O2S. Source: the Open Molecules 2025 dataset; level of theory: the ωB97M-V functional and the def2-TZVPD basis.

Structure (XYZ):
```
16
Properties=species:S:1:pos:R:3:lowdin_charge:R:1
C 0.181 1.150 -0.488 -0.096
C 1.491 1.387 -0.431 -0.159
C -0.285 -0.186 0.056 -0.520
C -0.894 -1.223 -0.869 -0.007
C -1.213 0.076 1.259 -0.030
O 3.194 -0.515 -0.812 -0.481
O 1.032 -0.877 0.518 -0.376
S 2.459 -0.037 0.337 0.918
H -0.536 1.732 -0.938 0.095
H 2.000 2.396 -0.630 0.109
H -0.304 -1.249 -1.755 0.090
H -1.935 -0.895 -0.881 0.085
H -0.838 -2.094 -0.244 0.091
H -0.982 -0.527 2.139 0.081
H -2.301 -0.215 1.026 0.109
H -1.070 1.077 1.713 0.091
```

Orbital gap   10.17 eV
Highest occupied orbital energy   -9.444 eV
E_LUMO   0.727 eV



--- four ---
An isolated molecule of C5H8O2S. Source: the Open Molecules 2025 dataset; level of theory: the ωB97M-V functional and the def2-TZVPD basis.

Structure (XYZ):
```
16
Properties=species:S:1:pos:R:3:lowdin_charge:R:1
C 1.419 -0.889 -0.031 -0.070
C -0.108 -0.788 -0.114 -0.314
C -0.451 -0.348 -1.530 -0.830
S -0.264 -1.155 -2.930 0.731
O -0.920 0.888 -1.420 -0.068
C -0.769 1.450 -0.114 -0.076
C -0.786 0.194 0.867 -0.326
O -0.313 0.318 2.160 0.028
H 1.779 -1.316 0.897 0.079
H 1.825 -1.384 -0.945 0.082
H 1.878 0.100 -0.008 0.078
H -0.346 -1.867 0.142 0.165
H 0.141 2.017 -0.065 0.120
H -1.670 2.098 0.066 0.146
H -1.851 -0.197 0.972 0.174
H 0.435 0.879 2.053 0.080
```

Orbital gap   9.17 eV
Structure (SMILES)   C[C@@H]1C(=S)OC[C@@H]1O
Highest occupied orbital energy   -8.794 eV
E_LUMO   0.372 eV



How do the energies compare? Relative to the most stable structure, in kcal/mol: one 42.0; two 0.0; three 49.2; four 22.5.